Below is a structure of composition C5H6LiO4Y at a distorted geometry, with properties calculated with ωB97M-V/def2-TZVPD.

XYZ file:
```
17
Properties=species:S:1:pos:R:3
O 2.5015 1.5848 1.3034
C 2.1462 0.8255 0.3689
O 2.5589 0.9404 -0.8101
O 1.3177 -0.1811 0.7117
C 0.5750 -0.8412 -0.3129
Li 3.5697 2.4714 -0.0809
H 0.3258 -1.8259 0.1053
H 1.2766 -1.0895 -1.1179
C -0.7086 -0.0423 -1.4883
C -1.0386 0.0580 -0.1234
H -0.1448 0.7677 -1.9609
H -1.3267 -0.7404 -2.0686
Y -1.7213 -0.0171 3.1235
O -2.1666 -1.2682 1.5899
C -2.2204 -0.5131 0.4635
H -2.8985 -1.0024 -0.2542
H -2.0458 0.8733 0.5510
```

Total charge: +2
HOMO level (alpha / beta) in eV: -16.25 / -14.86
HOMO-LUMO gap (alpha / beta) in eV: 6.73 / 5.23
Energy relative to the best compared isomer or geometry (same formula, charge and spin) in eV: 1.301
DFT total energy in hartree: -540.1228

Atom charges from the natural (NBO) analysis, given in e for atoms 1 to 8: atom 1 (O): -0.791, atom 2 (C): 0.933, atom 3 (O): -0.808, atom 4 (O): -0.519, atom 5 (C): -0.067, atom 6 (Li): 0.971, atom 7 (H): 0.250, atom 8 (H): 0.307

***

Below is a structure of composition C5H6LiO4Yb at a distorted geometry, with properties calculated with ωB97M-V/def2-TZVPD.

XYZ file:
```
17
Properties=species:S:1:pos:R:3
O -3.1307 0.4756 1.4429
C -2.6199 0.2278 0.3254
O -3.2076 0.1293 -0.7376
O -1.2017 0.2165 0.3507
C -0.5348 0.7343 -0.6525
C 0.8287 0.2598 -0.8898
Li -4.9695 0.2642 0.2648
H -1.1436 0.9928 -1.5295
H 0.6992 -0.6971 -1.4296
H 1.2959 0.8565 -1.6852
H 0.8486 1.1956 -0.0019
Yb -2.8294 1.1826 3.7205
C 2.6603 -0.8988 0.3146
C 3.7167 -1.4028 -0.3586
O 4.6210 -1.8451 -0.9104
H 2.9108 -0.0401 0.9458
H 2.0560 -1.6511 0.8306
```

Total charge: +2
HOMO level (alpha / beta) in eV: -12.63 / -14.54
HOMO-LUMO gap (alpha / beta) in eV: 3.73 / 5.64
Spin multiplicity: 2
Energy relative to the best compared isomer or geometry (same formula, charge and spin) in eV: 4.824
DFT total energy in hartree: -1660.5232

Atom charges from the natural (NBO) analysis, given in e for atoms 1 to 8: atom 1 (O): -0.889, atom 2 (C): 0.986, atom 3 (O): -0.682, atom 4 (O): -0.458, atom 5 (C): 0.398, atom 6 (C): -0.605, atom 7 (Li): 0.977, atom 8 (H): 0.269

***

Which value of DFT total energy does entry 2 give?
-1660.5232 hartree

***

Which formula does entry 1 have?
C5H6LiO4Y

***

Which value of total charge does entry 1 give?
+2

***

Repeat the second record exactly.
Below is a structure of composition C5H6LiO4Yb at a distorted geometry, with properties calculated with ωB97M-V/def2-TZVPD.

XYZ file:
```
17
Properties=species:S:1:pos:R:3
O -3.1307 0.4756 1.4429
C -2.6199 0.2278 0.3254
O -3.2076 0.1293 -0.7376
O -1.2017 0.2165 0.3507
C -0.5348 0.7343 -0.6525
C 0.8287 0.2598 -0.8898
Li -4.9695 0.2642 0.2648
H -1.1436 0.9928 -1.5295
H 0.6992 -0.6971 -1.4296
H 1.2959 0.8565 -1.6852
H 0.8486 1.1956 -0.0019
Yb -2.8294 1.1826 3.7205
C 2.6603 -0.8988 0.3146
C 3.7167 -1.4028 -0.3586
O 4.6210 -1.8451 -0.9104
H 2.9108 -0.0401 0.9458
H 2.0560 -1.6511 0.8306
```

Total charge: +2
HOMO level (alpha / beta) in eV: -12.63 / -14.54
HOMO-LUMO gap (alpha / beta) in eV: 3.73 / 5.64
Spin multiplicity: 2
Energy relative to the best compared isomer or geometry (same formula, charge and spin) in eV: 4.824
DFT total energy in hartree: -1660.5232

Atom charges from the natural (NBO) analysis, given in e for atoms 1 to 8: atom 1 (O): -0.889, atom 2 (C): 0.986, atom 3 (O): -0.682, atom 4 (O): -0.458, atom 5 (C): 0.398, atom 6 (C): -0.605, atom 7 (Li): 0.977, atom 8 (H): 0.269